[1]
Molecular formula: C7H13N2
Method: DFT, ωB97M-V/def2-TZVPD

Geometry (Å):
N: 0.17690 -0.26290 1.09151
N: 1.81581 0.53800 -0.35103
C: -0.91755 -0.02478 1.68583
C: -1.52846 -0.21141 -1.48663
C: 1.68644 -1.81032 0.01403
C: -2.48316 0.12867 -0.36665
C: -2.23659 0.20465 0.94965
C: 1.07900 -0.41886 0.16829
C: 1.61203 1.87982 0.13946
H: -2.20247 -0.68439 -2.26610
H: -3.45015 0.26034 -0.68356
H: 1.81890 -2.24991 0.97792
H: 2.56811 0.37025 -0.95185
H: -0.81014 -0.87130 -1.06858
H: 2.37590 2.69850 -0.13346
H: 0.68798 2.19297 -0.32488
H: -1.08118 -0.04728 2.72270
H: -1.05079 0.65670 -1.96366
H: 1.00100 -2.46288 -0.49794
H: -3.15378 0.24146 1.61249
H: 1.42488 1.71873 1.24141
H: 2.66732 -1.84603 -0.50898

Output
Structure (SMILES): C\C=C/C=N\C(C)=[NH+]/C
Total charge: +1
Energy relative to the best compared isomer or geometry (same formula, charge and spin) (kJ/mol): 239.3
E_HOMO (Ha): -0.510
Kohn-Sham gap (eV): 9.6
Largest force on an atom (hartree/bohr): 0.0874

These are the Mulliken partial charges, in e, on atoms 1 to 6: atom 1 (N): -0.182, atom 2 (N): -0.151, atom 3 (C): 0.101, atom 4 (C): -0.724, atom 5 (C): -1.273, atom 6 (C): -0.043



[2]
Molecular formula: C3H7NS
Method: DFT, ωB97M-V/def2-TZVPD

Geometry (Å):
S: 0.75328 -0.86769 0.56457
N: -1.26925 1.28865 0.08603
C: 1.97997 0.34184 1.10407
C: -1.15029 0.20452 -0.43005
C: -1.54297 -0.92158 -1.27343
H: 1.50301 1.13288 1.58062
H: -0.81452 -1.24052 -1.92433
H: 2.68039 0.77722 0.23343
H: 2.70190 0.02185 1.76624
H: -0.63907 1.79653 0.68273
H: -1.64715 -1.67769 -0.53719
H: -2.55532 -0.85602 -1.85268

Output
Total charge: 0
Energy relative to the best compared isomer or geometry (same formula, charge and spin) (kJ/mol): 251.2
E_HOMO (Ha): -0.290
Kohn-Sham gap (eV): 8.5
Largest force on an atom (hartree/bohr): 0.0867

These are the Mulliken partial charges, in e, on atoms 1 to 6: atom 1 (S): -0.322, atom 2 (N): -0.483, atom 3 (C): -0.847, atom 4 (C): 0.604, atom 5 (C): -1.075, atom 6 (H): 0.243



[3]
Molecular formula: C5H16N3
Method: DFT, ωB97M-V/def2-TZVPD

Geometry (Å):
N: 0.90574 -0.81650 -0.51739
N: -0.08126 -1.07668 1.53364
N: -1.15599 -1.86369 -0.32420
C: -0.13886 -1.16940 0.19385
C: -1.78787 2.50319 0.08565
C: 3.24888 -0.50651 -1.09296
C: 2.23238 -0.49538 0.01990
C: -2.65508 1.23828 0.29781
H: 3.28003 -1.46239 -1.61896
H: 4.21217 -0.23841 -0.67031
H: -1.14351 -2.27900 -1.24025
H: -2.19437 3.23512 -0.60233
H: -2.28202 0.48358 -0.38631
H: 2.45713 -1.27388 0.75223
H: 0.45344 -0.36714 2.01322
H: -2.00059 -2.02588 0.19690
H: 0.85926 -0.87023 -1.52444
H: -3.67684 1.46020 0.09035
H: 2.17643 0.45714 0.54591
H: -2.49491 0.93061 1.33045
H: -0.81682 2.23367 -0.33843
H: 3.00922 0.24932 -1.84495
H: -0.86832 -1.36516 2.09219
H: -1.53825 3.01914 1.00844

Output
Total charge: +1
Energy relative to the best compared isomer or geometry (same formula, charge and spin) (kJ/mol): 31.6
E_HOMO (Ha): -0.541
Kohn-Sham gap (eV): 11.8
Largest force on an atom (hartree/bohr): 0.0347

These are the Mulliken partial charges, in e, on atoms 1 to 6: atom 1 (N): -0.197, atom 2 (N): -0.391, atom 3 (N): -0.365, atom 4 (C): 0.649, atom 5 (C): -0.902, atom 6 (C): -1.461



[4]
Molecular formula: C5H11N2O2
Method: DFT, ωB97M-V/def2-TZVPD

Geometry (Å):
O: -1.73025 0.58640 -1.37191
O: 2.31186 1.17731 -0.85072
N: 0.31221 2.52498 0.69852
N: 1.15397 0.59105 -0.34403
C: -1.86695 0.21114 -0.00923
C: 0.29799 1.20082 0.42071
C: -0.50907 -0.02614 0.60376
C: 1.44945 -1.93337 0.08466
C: 0.54679 -0.72655 -0.30998
H: 2.00346 -1.80039 0.91716
H: 0.11640 -1.08225 -1.21497
H: -2.61568 -0.67853 -0.00206
H: 2.37666 0.94790 -1.85303
H: -2.24742 1.06979 0.56803
H: -0.60367 -0.24118 1.63114
H: 1.23135 2.85055 0.70505
H: 2.07837 -2.15424 -0.78788
H: -0.33011 2.94900 1.36461
H: -2.37412 1.25961 -1.68128
H: 0.79650 -2.75521 0.26197

Output
Structure (SMILES): C[C@H]1[C@H](CO)C(=[NH2+])N1O
Total charge: +1
Energy relative to the best compared isomer or geometry (same formula, charge and spin) (kJ/mol): 273.1
E_HOMO (Ha): -0.530
Kohn-Sham gap (eV): 11.4
Largest force on an atom (hartree/bohr): 0.0665

These are the Mulliken partial charges, in e, on atoms 1 to 6: atom 1 (O): -0.525, atom 2 (O): -0.453, atom 3 (N): -0.468, atom 4 (N): 0.354, atom 5 (C): -0.685, atom 6 (C): 0.248



[5]
Molecular formula: C3H3ClF2
Method: DFT, ωB97M-V/def2-TZVPD

Geometry (Å):
Cl: -0.30447 -0.77561 1.76217
F: -0.52139 -1.85982 -0.42072
F: 0.44576 2.54189 -1.54991
C: 0.16582 -0.73511 0.01751
C: -0.23143 0.48122 -0.77068
C: 0.75640 1.26564 -0.97421
H: -1.28753 0.77424 -1.08805
H: 1.83225 1.30318 -0.69035
H: 1.16724 -1.10119 -0.07848

Output
Structure (SMILES): F/C=C/[C@H](F)Cl
Total charge: 0
Energy relative to the best compared isomer or geometry (same formula, charge and spin) (kJ/mol): 97.0
E_HOMO (Ha): -0.403
Kohn-Sham gap (eV): 11.8
Largest force on an atom (hartree/bohr): 0.1090

These are the Mulliken partial charges, in e, on atoms 1 to 6: atom 1 (Cl): -0.169, atom 2 (F): -0.259, atom 3 (F): -0.268, atom 4 (C): 0.098, atom 5 (C): -0.109, atom 6 (C): -0.174



[6]
Molecular formula: C4H8P2
Method: DFT, ωB97M-V/def2-TZVPD

Geometry (Å):
P: -1.56731 -1.00410 0.20026
P: 1.55648 1.46816 0.06183
C: -1.98303 1.55706 0.46856
C: 2.48587 -1.40824 0.30777
C: -1.31420 0.54679 -0.44390
C: 2.17182 0.03662 0.19620
H: -2.38090 1.12942 1.37105
H: 2.10323 -1.63994 1.26489
H: 3.44852 -1.52286 0.06614
H: 1.90486 -1.88190 -0.50750
H: -1.25232 -1.77267 -0.99685
H: -1.32925 2.45332 0.51033
H: -2.88230 1.99853 -0.09440
H: -1.01336 0.90028 -1.34640

Output
⟨S²⟩: 2.01
Total charge: 0
Energy relative to the best compared isomer or geometry (same formula, charge and spin) (kJ/mol): 178.0
Spin multiplicity: 3
E_HOMO (alpha / beta) (Ha): -0.234 / -0.345
Kohn-Sham gap (alpha / beta) (eV): 7.2 / 7.3
Largest force on an atom (hartree/bohr): 0.0917

These are the Mulliken partial charges, in e, on atoms 1 to 6: atom 1 (P): -0.168, atom 2 (P): -0.352, atom 3 (C): -0.872, atom 4 (C): -0.694, atom 5 (C): -0.597, atom 6 (C): 0.239



[7]
Molecular formula: C4H9NOS
Method: DFT, ωB97M-V/def2-TZVPD

Geometry (Å):
S: -1.12064 1.71437 -0.17795
O: -1.35339 2.15736 1.47259
N: -1.25356 0.15384 -0.42708
C: 2.31468 -0.38839 -0.89530
C: 2.38863 0.39968 0.17527
C: -2.05473 -1.00768 -0.34370
C: -0.72787 -0.99983 0.16741
H: -0.64604 -1.09657 1.28556
H: 2.76726 -1.38932 -0.97683
H: 0.02507 -1.47169 -0.47215
H: -2.27080 -1.41405 -1.32905
H: 3.05985 0.21538 1.10149
H: 1.97685 0.13013 -1.80192
H: -2.93955 -1.07139 0.33260
H: -2.03627 2.76674 1.54206
H: 1.87051 1.30142 0.34702

Output
⟨S²⟩: 2.01
Total charge: 0
Energy relative to the best compared isomer or geometry (same formula, charge and spin) (kJ/mol): 435.2
Spin multiplicity: 3
E_HOMO (alpha / beta) (Ha): -0.205 / -0.309
Kohn-Sham gap (alpha / beta) (eV): 6.3 / 6.5
Largest force on an atom (hartree/bohr): 0.2052

These are the Mulliken partial charges, in e, on atoms 1 to 6: atom 1 (S): 0.036, atom 2 (O): -0.496, atom 3 (N): -0.055, atom 4 (C): -0.688, atom 5 (C): -0.596, atom 6 (C): -0.257



[8]
Molecular formula: C5H11NO
Method: DFT, ωB97M-V/def2-TZVPD

Geometry (Å):
O: -2.49308 0.81319 -0.35141
N: 1.06305 -0.56513 -0.54827
C: 0.82711 -0.29548 0.74791
C: -1.53075 0.29778 0.54403
C: -1.48900 0.33646 -1.21592
C: 1.63676 0.73196 1.46486
C: 0.17608 -1.23277 -1.32574
H: 0.40661 -1.10617 1.32649
H: -0.33422 -2.06927 -0.87245
H: -1.25211 1.03541 1.29635
H: 2.51145 0.31312 1.97691
H: 0.42171 -1.31152 -2.37618
H: 1.98512 1.51233 0.78292
H: -1.93170 -0.25904 -2.01476
H: -1.81311 -0.67197 0.94615
H: -0.83311 1.12906 -1.57354
H: 1.62416 0.12249 -1.03685
H: 1.02505 1.21955 2.22952

Output
Total charge: 0
Energy relative to the best compared isomer or geometry (same formula, charge and spin) (kJ/mol): 620.1
E_HOMO (Ha): -0.251
Kohn-Sham gap (eV): 7.8
Largest force on an atom (hartree/bohr): 0.0247

These are the Mulliken partial charges, in e, on atoms 1 to 6: atom 1 (O): -0.417, atom 2 (N): -0.110, atom 3 (C): -0.204, atom 4 (C): -0.416, atom 5 (C): -0.409, atom 6 (C): -1.123



What did the third record say?
Molecular formula: C5H16N3
Method: DFT, ωB97M-V/def2-TZVPD

Geometry (Å):
N: 0.90574 -0.81650 -0.51739
N: -0.08126 -1.07668 1.53364
N: -1.15599 -1.86369 -0.32420
C: -0.13886 -1.16940 0.19385
C: -1.78787 2.50319 0.08565
C: 3.24888 -0.50651 -1.09296
C: 2.23238 -0.49538 0.01990
C: -2.65508 1.23828 0.29781
H: 3.28003 -1.46239 -1.61896
H: 4.21217 -0.23841 -0.67031
H: -1.14351 -2.27900 -1.24025
H: -2.19437 3.23512 -0.60233
H: -2.28202 0.48358 -0.38631
H: 2.45713 -1.27388 0.75223
H: 0.45344 -0.36714 2.01322
H: -2.00059 -2.02588 0.19690
H: 0.85926 -0.87023 -1.52444
H: -3.67684 1.46020 0.09035
H: 2.17643 0.45714 0.54591
H: -2.49491 0.93061 1.33045
H: -0.81682 2.23367 -0.33843
H: 3.00922 0.24932 -1.84495
H: -0.86832 -1.36516 2.09219
H: -1.53825 3.01914 1.00844

Output
Total charge: +1
Energy relative to the best compared isomer or geometry (same formula, charge and spin) (kJ/mol): 31.6
E_HOMO (Ha): -0.541
Kohn-Sham gap (eV): 11.8
Largest force on an atom (hartree/bohr): 0.0347

These are the Mulliken partial charges, in e, on atoms 1 to 6: atom 1 (N): -0.197, atom 2 (N): -0.391, atom 3 (N): -0.365, atom 4 (C): 0.649, atom 5 (C): -0.902, atom 6 (C): -1.461



Among the records above, which one has the lowest energy relative to the best compared isomer or geometry (same formula, charge and spin)?
C5H16N3



What is the energy relative to the best compared isomer or geometry (same formula, charge and spin) in the sixth record?
178.0 kJ/mol